No. 1
Molecular formula: CH7N5O
Method: DFT, ωB97M-V with the def2-TZVPD basis set

Values from the calculation:
LUMO energy   0.721 eV
Orbital gap   9.13 eV
Highest occupied orbital energy   -0.3089 hartree
SMILES string   N/N=C(\NN)NO

Geometry as ORCA input:
```
! wB97M-V def2-TZVPD RIJCOSX def2/J DEFGRID3
* xyz 0 1
N -0.23 0.93 -2.03
H 1.63 0.55 -0.72
N 0.70 -0.01 -1.25
C -0.02 -0.31 -0.15
N 1.95 -0.26 1.13
H 2.36 -1.26 1.20
H -1.11 0.04 1.79
H 0.41 0.87 -2.94
H 2.19 0.34 1.93
H 0.19 1.89 -2.02
N 0.50 -0.56 1.05
H -1.94 0.33 -0.60
O -1.84 0.04 1.24
N -1.33 -0.27 0.00
*
```

No. 2
Molecular formula: CH7N5P
Method: DFT, ωB97M-V with the def2-TZVPD basis set

Values from the calculation:
LUMO energy (spin up / spin down)   -7.039 / -7.410 eV
Orbital gap (spin up / spin down)   7.13 / 6.00 eV
Highest occupied orbital energy (spin up / spin down)   -0.5206 / -0.4928 hartree

Geometry as ORCA input:
```
! wB97M-V def2-TZVPD RIJCOSX def2/J DEFGRID3
* xyz 1 1
H 3.34 -1.68 -0.96
N -2.30 0.52 -0.28
P -0.32 -1.24 0.04
N -0.97 -2.59 -0.18
N 3.32 -0.75 -0.57
H -2.43 1.11 0.54
N 1.25 -1.15 0.02
H 2.98 1.58 0.30
C 2.26 -0.26 -0.08
H -2.20 1.09 -1.11
H -3.11 -0.08 -0.38
H 1.39 1.31 0.92
H -1.91 -2.92 -0.11
N 2.15 1.01 0.33
*
```

No. 3
Molecular formula: CH7NO2
Method: DFT, ωB97M-V with the def2-TZVPD basis set

Values from the calculation:
LUMO energy (spin up / spin down)   4.524 / 4.271 eV
Orbital gap (spin up / spin down)   3.44 / 9.65 eV
Highest occupied orbital energy (spin up / spin down)   0.0397 / -0.1975 hartree
<S²>   0.751

Geometry as ORCA input:
```
! wB97M-V def2-TZVPD RIJCOSX def2/J DEFGRID3
* xyz -1 2
H -0.44 -1.44 2.19
O -1.51 0.29 -1.47
H -0.94 0.65 -2.21
H 1.04 2.47 0.43
H -1.32 0.96 -0.80
H 1.21 1.19 -0.38
N 0.13 -1.72 0.12
H 1.25 -0.99 1.72
O 0.89 2.11 -0.46
C 0.31 -1.46 1.32
H -0.61 -2.05 -0.46
*
```

No. 4
Molecular formula: CH7NO2
Method: DFT, ωB97M-V with the def2-TZVPD basis set

Values from the calculation:
LUMO energy   0.836 eV
Orbital gap   11.06 eV
Highest occupied orbital energy   -0.3757 hartree
SMILES string   C=N.O.O

Geometry as ORCA input:
```
! wB97M-V def2-TZVPD RIJCOSX def2/J DEFGRID3
* xyz 0 1
H -1.15 0.81 1.03
C -1.00 -0.08 1.63
H -1.37 -0.03 2.63
N -0.45 -1.21 1.36
O 0.46 -1.04 -1.67
O 0.98 1.69 -1.31
H 1.87 1.39 -1.55
H 0.32 -1.64 -0.88
H 0.42 -0.16 -1.20
H -0.77 -1.89 2.06
H 0.68 2.17 -2.10
*
```

No. 5
Molecular formula: CH7NO3P
Method: DFT, ωB97M-V with the def2-TZVPD basis set

Values from the calculation:
LUMO energy   -3.673 eV
Orbital gap   12.59 eV
Highest occupied orbital energy   -0.5976 hartree
SMILES string   COP(=[NH2+])(O)O

Geometry as ORCA input:
```
! wB97M-V def2-TZVPD RIJCOSX def2/J DEFGRID3
* xyz 1 1
O 0.40 -0.90 -0.28
P -0.91 -0.23 0.04
N -1.07 1.35 -0.34
O -1.98 -1.07 -0.73
O -1.20 -0.32 1.65
H 2.38 -1.01 -0.62
C 1.74 -0.33 -0.10
H -2.64 -1.75 -0.44
H -1.45 1.96 0.47
H 1.95 -0.13 0.90
H 1.79 0.70 -0.61
H -1.31 1.74 -1.27
H -2.07 0.06 1.91
*
```

No. 6
Molecular formula: CH7NO4
Method: DFT, ωB97M-V with the def2-TZVPD basis set

Values from the calculation:
LUMO energy   0.501 eV
Orbital gap   10.95 eV
Highest occupied orbital energy   -0.3839 hartree
SMILES string   NC(=O)O.O.O

Geometry as ORCA input:
```
! wB97M-V def2-TZVPD RIJCOSX def2/J DEFGRID3
* xyz 0 1
O -0.29 -0.22 -1.41
H 2.84 1.68 -0.24
O 1.14 -0.80 1.58
H -2.83 -0.51 0.46
N -1.87 -0.56 0.17
O -2.45 0.49 -1.80
H -1.10 -0.66 0.81
O 1.98 1.38 0.06
H -0.13 -1.16 -1.32
H 1.37 -0.65 2.50
H 1.54 -0.06 1.08
H 1.47 1.17 -0.74
C -1.67 -0.11 -1.13
*
```

No. 7
Molecular formula: CH7NO4
Method: DFT, ωB97M-V with the def2-TZVPD basis set

Values from the calculation:
LUMO energy   0.380 eV
Orbital gap   10.98 eV
Highest occupied orbital energy   -0.3894 hartree
SMILES string   NC(=O)O.O.O

Geometry as ORCA input:
```
! wB97M-V def2-TZVPD RIJCOSX def2/J DEFGRID3
* xyz 0 1
H 2.13 -1.51 -1.11
H -1.08 -3.27 0.69
O 1.24 -1.54 -0.73
C -0.48 1.95 0.13
O -1.24 -2.48 0.18
H 0.98 -0.62 -0.83
N -0.18 0.67 0.54
H -0.95 0.04 0.71
H 0.61 3.41 -0.35
H -0.52 -2.40 -0.48
O 0.49 2.84 0.40
O -1.51 2.23 -0.43
H 0.52 0.66 1.27
*
```

No. 8
Molecular formula: CH7NOS
Method: DFT, ωB97M-V with the def2-TZVPD basis set

Values from the calculation:
LUMO energy   0.822 eV
Orbital gap   10.41 eV
Highest occupied orbital energy   -0.3523 hartree
SMILES string   NCO.S

Geometry as ORCA input:
```
! wB97M-V def2-TZVPD RIJCOSX def2/J DEFGRID3
* xyz 0 1
H -2.38 1.78 1.64
H -3.31 0.89 0.39
H -1.08 0.39 -0.38
S 2.83 -2.17 -0.31
H -2.87 3.06 -0.51
H -1.21 2.89 -0.16
C -2.36 1.38 0.62
O -1.35 0.40 0.54
H 1.74 -1.45 -0.05
H 3.26 -1.51 -1.38
N -2.09 2.44 -0.33
*
```

No. 9
Molecular formula: CH7NS2
Method: DFT, ωB97M-V with the def2-TZVPD basis set

Values from the calculation:
LUMO energy   0.506 eV
Orbital gap   9.61 eV
Highest occupied orbital energy   -0.3346 hartree
SMILES string   CSS.N

Geometry as ORCA input:
```
! wB97M-V def2-TZVPD RIJCOSX def2/J DEFGRID3
* xyz 0 1
S -1.82 0.16 -0.89
H 0.11 1.46 0.54
H 7.10 -2.51 1.75
H -2.70 2.22 -0.33
H -3.84 1.53 -1.77
H 6.09 -3.14 0.70
H -2.18 2.40 -1.97
C -2.75 1.69 -1.27
H 7.71 -3.81 1.07
N 7.00 -3.01 0.97
S -0.98 0.64 0.94
*
```

No. 10
Molecular formula: CH7NS2
Method: DFT, ωB97M-V with the def2-TZVPD basis set

Values from the calculation:
LUMO energy (spin up / spin down)   -6.357 / -9.838 eV
Orbital gap (spin up / spin down)   6.72 / 3.06 eV
Highest occupied orbital energy (spin up / spin down)   -0.4807 / -0.4741 hartree
<S²>   0.755

Geometry as ORCA input:
```
! wB97M-V def2-TZVPD RIJCOSX def2/J DEFGRID3
* xyz 1 2
H 1.11 -0.47 0.69
H -1.12 -0.64 0.79
H 0.99 1.20 0.94
H 1.09 0.08 2.42
H 1.53 -0.11 -2.42
S -0.97 -0.99 -2.63
N -0.85 0.07 1.40
H -1.28 0.92 1.21
C 0.68 0.19 1.37
S 0.45 0.59 -2.40
H -1.63 -0.84 -1.38
*
```

| no. | F_max (eV/Å) | total energy (eV) |
| --- | --- | --- |
| 1 | 6.061 | -10642.768 |
| 2 | 1.125 | -17880.020 |
| 3 | 2.742 | -6733.158 |
| 4 | 2.164 | -6734.492 |
| 5 | 3.900 | -18067.286 |
| 6 | 3.416 | -10831.441 |
| 7 | 1.832 | -10831.506 |
| 8 | 1.020 | -15522.798 |
| 9 | 5.614 | -24310.157 |
| 10 | 3.618 | -24300.502 |